The following is a quantum chemistry calculation of 2 unconnected molecules or ions with the total composition C33H61N4O5, from the OMol25 dataset.

Structure (XYZ):
```
103
Properties=species:S:1:pos:R:3:forces:R:3
C -2.3780 -5.6471 -2.0374 0.585 0.441 0.133
C -1.4180 -6.7952 -1.5551 -1.065 -0.251 -0.765
O -1.6408 -7.9135 -1.9630 0.219 0.581 0.555
N -0.2920 -6.4948 -0.6839 -0.158 -0.236 -0.711
C -0.1736 -7.4568 0.4288 0.231 -0.985 0.737
C 0.9421 -6.5313 -1.5464 0.560 1.040 0.137
C 1.8713 -5.3565 -1.0511 0.004 -0.232 0.241
C 1.2166 -3.9265 -1.3488 0.339 -1.243 0.455
C 0.6811 -3.3587 0.0162 -0.751 0.514 -0.064
C 0.3167 -1.8115 -0.0093 -1.172 -1.692 -0.493
C -0.0903 -1.2190 1.3915 -0.278 0.117 0.235
C -0.4350 -2.2804 2.4993 -0.445 1.366 0.893
C -0.3908 -1.5050 3.8923 -0.092 -0.639 -0.200
N 1.0166 -1.3165 4.2959 -0.883 -0.152 0.423
C 1.5701 -2.4453 5.0707 1.749 0.406 -0.375
C 2.6235 -3.1930 4.1701 1.863 -1.204 -1.009
C 3.9401 -2.5927 3.8816 -0.484 -1.993 -0.968
C 4.8949 -3.2697 3.0086 -1.018 -0.758 -0.053
C 4.6057 -4.5605 2.3829 -2.078 0.743 1.604
C 3.3336 -5.1937 2.6872 0.412 1.788 0.548
C 2.3870 -4.5081 3.5592 0.525 0.794 -0.026
O 1.1725 -5.1745 3.7675 0.839 0.595 -0.161
C -0.9658 -1.7035 -0.9486 0.621 0.691 0.550
C -1.1972 -0.2672 -1.5421 -1.655 -0.822 -1.878
C -1.9739 -0.4729 -2.9314 1.471 0.038 0.444
O -2.0412 0.5864 -0.7424 0.197 -0.216 0.097
O 1.4079 -1.1182 -0.6788 0.883 -0.455 0.694
C 2.6065 -1.1914 0.0073 1.454 0.398 1.496
N 3.5867 -2.2326 -0.2347 -1.192 0.312 -0.269
O 2.9278 -0.3397 0.8104 -0.789 0.161 -0.972
H -2.8326 -5.0908 -1.1743 0.444 -0.630 -0.647
H -1.8246 -4.8678 -2.6399 -0.355 -0.841 0.633
H -3.1755 -6.0790 -2.6908 0.761 0.247 0.704
H -0.4091 -8.5202 0.1278 0.142 1.057 0.094
H -0.8334 -7.1912 1.2965 0.515 -0.061 -0.881
H 0.8835 -7.4915 0.8192 -1.039 0.362 -0.452
H 0.6744 -6.3250 -2.6191 0.162 -0.375 0.951
H 1.4288 -7.5383 -1.4697 -0.352 0.814 -0.205
H 1.9742 -5.4968 0.0652 -0.055 0.211 -1.058
H 2.9203 -5.4282 -1.4549 -1.078 0.003 0.109
H 0.3856 -4.1273 -2.0720 0.534 0.429 0.648
H 1.9664 -3.2773 -1.8593 -0.684 -0.369 0.616
H -0.2800 -3.8984 0.2625 1.061 0.360 -0.149
H 1.3839 -3.5926 0.8585 -0.433 0.240 -0.753
H -1.0312 -0.6154 1.2293 1.007 -0.492 0.197
H 0.6489 -0.5010 1.8312 -0.227 -0.839 -0.676
H -1.4872 -2.6591 2.3575 1.130 0.008 0.036
H 0.3035 -3.1080 2.6084 -0.708 0.572 -0.457
H -0.9055 -0.5085 3.8436 0.411 -0.912 -0.129
H -0.9189 -2.1341 4.6688 0.234 0.643 -0.643
H 1.1671 -0.4302 4.7711 -0.202 -0.428 -0.042
H 0.8031 -3.1294 5.5181 0.452 0.541 -0.477
H 2.1307 -1.9902 5.9384 -0.466 -0.721 -0.783
H 4.2371 -1.6121 4.3185 -0.438 -0.901 -0.376
H 5.8940 -2.8213 2.7788 -1.125 -0.245 0.418
H 5.2921 -5.0907 1.6891 -0.380 0.679 0.710
H 3.0428 -6.1799 2.2481 0.293 1.042 0.532
H 0.5406 -4.5829 4.2075 0.382 -0.235 -0.128
H -1.8350 -2.0006 -0.2939 0.718 0.379 -0.708
H -0.9459 -2.4269 -1.7986 0.311 0.539 0.760
H -0.2725 0.2972 -1.8058 -0.530 -0.593 0.736
H -1.9167 0.4899 -3.4973 -0.473 -0.794 0.389
H -1.3906 -1.2437 -3.5117 -0.873 0.744 0.363
H -3.0247 -0.8198 -2.7458 0.900 0.308 -0.297
H -2.9554 0.2732 -0.8653 0.552 0.121 0.126
H 3.3411 -3.0889 0.2703 -0.092 0.106 -0.498
H 4.4577 -1.9029 0.1826 -0.442 0.029 0.014
C -3.1846 5.6153 -3.7118 0.066 -0.070 -0.014
C -2.5447 4.7714 -2.6150 -0.060 0.012 -0.174
C -2.8849 5.2350 -1.2007 0.111 -0.366 -0.013
C -2.4300 6.6134 -0.7422 -0.187 -0.145 0.002
N -0.9336 6.8760 -0.6288 0.318 0.837 0.689
C -0.2807 7.2682 -1.9448 -0.098 -0.155 -0.063
C -0.7432 8.6893 -2.2207 -0.211 0.036 -0.295
C -0.9659 9.3217 -0.8498 -0.388 0.393 0.177
C -0.7721 8.2007 0.1589 0.005 -0.132 -0.166
C -0.1855 5.7956 0.1516 0.216 0.114 -0.519
C 0.3925 4.6316 -0.6668 0.202 -0.543 0.400
C -0.1676 3.2606 -0.2865 -0.127 -0.099 -0.322
H -2.9085 6.6696 -3.6317 -0.042 0.028 -0.054
H -2.8602 5.2611 -4.6916 -0.064 0.080 0.021
H -4.2733 5.5402 -3.6734 0.041 0.086 0.005
H -1.4670 4.7253 -2.7734 0.029 -0.063 0.061
H -2.8980 3.7425 -2.7278 0.058 0.034 0.115
H -2.5570 4.4889 -0.4748 0.079 0.034 -0.011
H -3.9776 5.2281 -1.1146 0.063 0.226 0.070
H -2.8271 6.7588 0.2648 0.131 0.057 -0.051
H -2.8628 7.3936 -1.3698 0.235 0.042 -0.013
H 0.7999 7.2350 -1.7905 -0.106 -0.140 0.074
H -0.5634 6.5802 -2.7353 0.066 -0.095 0.123
H -1.6773 8.6902 -2.7850 0.106 -0.051 -0.055
H -0.0161 9.2389 -2.8176 0.017 -0.158 0.017
H -1.9677 9.7492 -0.7783 0.090 -0.018 0.001
H -0.2643 10.1335 -0.6621 -0.018 -0.082 0.098
H -1.4753 8.2181 0.9899 0.092 -0.128 -0.040
H 0.2459 8.2350 0.5466 -0.106 -0.247 -0.026
H -0.8440 5.4717 0.9593 -0.073 -0.048 -0.171
H 0.6642 6.2953 0.6159 -0.226 0.195 -0.014
H 1.4640 4.5951 -0.4497 -0.074 0.178 -0.060
H 0.3284 4.7753 -1.7440 -0.102 0.148 0.054
H -0.3314 3.1743 0.7894 0.056 -0.025 -0.040
H 0.5333 2.4778 -0.5822 -0.044 0.022 0.094
H -1.1055 3.0426 -0.7969 -0.001 -0.061 0.122
```
Forces are in eV/Å.

As for the gap between HOMO and LUMO: 7.721 eV. The net charge is +1. The HOMO energy comes out at -9.89 eV. As for the spin multiplicity: 1.



The following is a quantum chemistry calculation of 10 unconnected molecules or ions with the total composition C33H61NO27, from the OMol25 dataset.

Structure (XYZ):
```
122
Properties=species:S:1:pos:R:3:forces:R:3
C 0.6959 -4.3450 -5.5295 0.060 0.311 -1.999
C -0.2041 -3.1700 -5.8655 -0.233 0.083 1.134
C -0.5201 -2.3440 -4.5795 -1.310 -0.726 0.153
O 0.0489 -1.0450 -4.8055 -0.824 -0.871 -0.625
C 0.5839 -1.0620 -6.0355 3.205 3.560 0.548
O 1.2659 -0.1140 -6.4425 -1.883 -1.819 0.364
O 0.5149 -2.2160 -6.6275 0.134 -0.618 -1.395
H 1.1559 -4.8120 -6.4225 -0.045 0.507 0.426
H 0.1959 -5.1150 -5.0455 -1.575 -1.438 0.722
H 1.3949 -4.0660 -4.7875 1.235 0.673 0.442
H -1.1151 -3.3830 -6.4555 0.471 -0.317 0.478
H -0.1141 -2.7640 -3.6585 0.347 0.050 -0.197
H -1.6141 -2.3150 -4.4445 0.522 0.463 -0.119
C -1.4551 0.8220 4.5925 0.213 0.812 -0.801
C -2.0751 1.2170 5.9215 -1.585 0.113 -2.360
C -3.1291 2.3720 5.8695 0.064 -1.685 -0.693
O -4.2601 1.7630 6.4495 -1.184 0.212 0.565
C -4.0641 0.4690 6.7335 -3.298 -1.412 3.334
O -4.8851 -0.2150 7.4015 3.215 2.262 -3.042
O -2.8681 0.1070 6.3175 0.625 -1.198 0.805
H -2.0221 0.0660 3.9735 0.574 0.940 0.929
H -0.4101 0.5630 4.7275 0.032 -0.782 0.062
H -1.3351 1.7520 4.0325 -0.272 0.005 -0.428
H -1.3091 1.4600 6.5885 1.006 -0.008 1.573
H -3.4131 2.6410 4.8665 0.158 0.124 -0.626
H -2.8911 3.2530 6.4055 0.460 0.705 0.724
C 3.6309 -1.5340 2.6875 1.420 0.460 0.609
O 2.2399 -1.2710 2.8105 -0.200 0.459 -0.342
C 1.5079 -2.0450 3.5465 2.011 -7.552 4.869
O 1.9799 -3.0780 4.3415 -2.273 5.986 -4.416
O 0.2339 -1.8380 3.3785 -0.967 1.288 -0.286
C -0.7761 -2.6980 3.9335 -1.183 -1.170 -1.672
H 4.1719 -1.4140 3.6535 -0.632 -0.160 -0.508
H 4.0199 -0.7630 2.0035 -0.294 -0.404 0.141
H 3.8499 -2.5310 2.3055 -0.365 0.020 0.035
H -0.9101 -3.6000 3.2615 0.406 0.990 0.695
H -1.8021 -2.2540 4.0275 1.357 0.476 -0.505
H -0.5151 -3.0270 4.8845 0.786 -0.587 1.603
C 0.0009 2.6950 -5.9735 2.233 0.742 1.068
O -0.9191 3.5970 -5.2905 -0.736 0.930 -0.128
C -0.9021 3.8290 -3.9985 4.100 -2.670 4.852
O 0.0299 3.2880 -3.1465 -5.207 3.101 -4.440
O -1.9431 4.6100 -3.5945 0.447 -0.673 -1.227
C -2.1051 4.9720 -2.2055 2.368 -0.975 0.593
H 1.0269 2.7490 -5.4595 -1.522 0.035 -0.836
H 0.1089 2.9360 -7.0675 -0.561 0.129 1.377
H -0.3571 1.7060 -5.8215 -0.320 -0.779 -0.097
H -1.1621 5.4600 -1.9045 -0.615 0.081 0.083
H -2.1871 4.0800 -1.5945 0.132 -0.421 -0.078
H -2.9731 5.5470 -1.9385 -0.361 0.541 -1.082
C 2.1249 1.9850 6.4305 0.210 -0.862 -1.927
O 1.0459 2.8740 6.7105 -1.000 2.025 -0.025
C 0.5459 3.6970 5.7565 1.851 -2.466 -6.811
O 0.9279 3.5700 4.4035 -2.163 1.075 8.094
O -0.4781 4.4410 6.1885 2.531 -1.645 0.749
C -1.0681 5.2870 5.2655 0.080 2.015 -2.635
H 1.8119 1.3720 5.5695 0.231 0.155 0.188
H 2.3429 1.2890 7.2385 -0.609 0.545 0.464
H 3.0639 2.4650 6.1425 -0.366 0.437 0.134
H -0.3961 5.8980 4.5905 -0.187 -1.465 0.612
H -1.5811 6.0680 5.7455 -0.675 0.714 1.495
H -1.8331 4.8040 4.6825 0.064 -0.598 -0.491
C 2.1799 1.0910 -2.6125 1.903 -0.196 -2.043
O 1.4889 0.9770 -1.4275 -0.973 0.359 5.256
C 2.0939 1.3510 -0.2185 7.304 4.886 -3.958
O 3.3029 2.0590 -0.2115 -6.765 -4.455 -0.121
O 1.4429 1.1430 0.8625 -0.478 -0.855 0.319
C 2.0549 1.5570 2.0985 -1.398 1.086 1.803
H 2.6609 2.0580 -2.7615 0.011 0.057 0.465
H 1.4919 0.9920 -3.4855 0.254 -0.374 1.044
H 2.9549 0.2900 -2.5965 -0.505 0.582 -0.513
H 2.2129 2.6530 2.1855 -0.640 -0.605 -0.489
H 3.0159 1.1720 2.3365 0.788 -0.869 -0.614
H 1.3489 1.1930 2.9075 0.701 0.637 -1.144
C -4.5981 -3.0830 -2.2175 0.573 0.212 1.985
O -3.8391 -2.2260 -3.0825 0.751 0.818 -0.380
C -3.0711 -1.3240 -2.4925 -0.716 -1.102 10.355
O -2.9521 -1.2470 -1.1015 -0.889 -0.668 -7.303
O -2.4551 -0.4980 -3.2065 0.356 0.723 -2.938
C -1.4931 0.3490 -2.6135 1.716 0.540 0.431
H -3.9561 -3.6540 -1.5025 -0.230 0.800 -0.610
H -5.0921 -3.7860 -2.8235 -0.555 -0.640 -1.089
H -5.3421 -2.5020 -1.6485 0.442 -0.115 -0.241
H -1.9261 1.0490 -1.9325 -0.585 -0.162 0.981
H -1.0901 1.0360 -3.3515 0.063 -0.607 -0.632
H -0.6511 -0.2330 -2.1575 -0.942 0.513 -0.338
C -0.0181 -1.9780 0.3495 -1.070 -1.815 0.034
O 0.7409 -2.8680 -0.5425 0.135 -1.510 0.101
C 0.1649 -3.9120 -1.0925 -7.400 -1.405 -0.611
O -1.2021 -4.0820 -1.2075 7.524 0.968 0.608
O 1.0099 -4.8630 -1.5365 0.233 1.893 0.829
C 0.5129 -6.0330 -2.1445 -0.226 -0.509 -1.655
H 0.7409 -1.2920 0.6605 0.167 0.208 0.685
H -0.6151 -2.5550 1.1665 1.506 0.927 -1.499
H -0.7331 -1.4880 -0.2655 -0.796 0.501 -0.336
H 1.3799 -6.5510 -2.6465 -0.913 0.681 0.696
H -0.2921 -5.8420 -2.8715 0.533 0.432 -0.027
H 0.0059 -6.6790 -1.4655 0.086 -0.503 1.019
C 3.7439 -1.9240 -5.2845 -1.201 0.212 -2.692
O 4.3959 -2.3550 -4.1575 1.438 -1.186 2.248
C 3.7699 -2.5000 -3.0345 -8.443 1.712 1.227
O 2.3699 -2.2110 -2.8925 8.039 -1.742 -0.944
O 4.5129 -2.9130 -2.0425 1.363 0.153 -1.286
C 3.9259 -2.9450 -0.7625 -2.455 0.880 -0.140
H 2.8359 -2.5340 -5.5695 0.956 0.802 0.705
H 4.4819 -2.0740 -6.0825 -0.253 0.108 0.095
H 3.5349 -0.8540 -5.2305 -0.370 -0.209 0.070
H 4.5839 -3.1210 0.0485 1.404 -0.349 0.053
H 3.1669 -3.7230 -0.7985 -0.212 0.216 0.349
H 3.4689 -1.9500 -0.6045 -0.143 -0.634 0.093
C -1.5071 1.2380 1.0515 -1.323 0.202 -0.925
C -1.9841 2.6440 1.1215 -0.687 1.718 0.062
C -0.8421 3.6580 1.2345 -0.059 0.141 0.582
C -1.2781 5.0360 1.5365 -0.017 -0.072 0.095
N -1.6051 6.1150 1.7745 0.048 -0.427 -0.061
H -0.9411 1.0250 0.1695 0.094 -0.038 -0.743
H -2.3791 0.6160 1.0905 -0.328 -0.748 -0.165
H -0.8801 1.0000 1.8355 1.261 -0.503 1.919
H -2.6481 2.8740 1.9505 -0.149 -0.602 0.504
H -2.6371 2.8980 0.2675 0.461 -0.118 0.015
H -0.3921 3.6920 0.2695 0.968 0.078 -0.713
H -0.1031 3.3520 2.0115 -0.460 0.247 -0.550
```
Forces are in eV/Å.

As for the gap between HOMO and LUMO: 10.150 eV. The net charge is 0. The HOMO energy comes out at -9.85 eV. As for the spin multiplicity: 1. The SMILES is C[C@H]1COC(=O)O1.C[C@H]1COC(=O)O1.COC(=O)OC.COC(=O)OC.COC(=O)OC.COC(=O)OC.COC(=O)OC.COC(=O)OC.COC(=O)OC.CCCC#N.



Which value of gap between HOMO and LUMO does entry 1 give?
7.721 eV